[1]
# C17H35N2O6P4STl

C17H35N2O6P4STl as an isolated structure in a non-equilibrium geometry (the ωB97M-V functional and the def2-TZVPD basis, the OMol25 dataset).

Last column: natural (NBO) charge in e.
CARTESIAN COORDINATES (ANGSTROEM)
C 4.70 3.64 1.06  -0.597
C 3.49 4.53 0.66  -0.517
C 2.75 3.97 -0.50  0.821
O 3.05 4.21 -1.65  -0.634
O 1.68 3.22 -0.19  -0.504
C 1.14 2.57 -1.32  -0.026
C -0.11 1.72 -1.13  -0.765
P -0.27 0.29 0.14  0.681
C -2.19 0.46 -0.09  -0.760
C -3.44 -0.36 0.23  -0.411
C -3.93 -1.52 -0.67  -0.216
C -3.25 -2.88 -0.49  -0.613
C -4.05 -1.12 -2.15  -0.620
C -0.24 -1.12 -1.19  -0.750
C 0.42 -2.45 -0.99  -0.075
C 1.54 -2.77 -1.75  -0.142
C 2.19 -3.97 -1.66  -0.203
C 1.74 -4.96 -0.80  -0.177
C 0.63 -4.68 -0.04  -0.199
C -0.01 -3.47 -0.15  -0.232
P -0.44 1.86 1.95  1.103
N -1.87 1.48 2.79  -1.199
O -0.80 3.32 1.28  -1.023
P -0.15 -1.27 1.93  1.586
N -1.54 -1.87 2.61  -1.205
O 0.40 -0.37 3.15  -1.020
P 2.01 0.03 0.50  1.482
O 2.97 -0.07 -0.79  -0.975
O 2.61 1.09 1.55  -0.969
S 2.32 -1.72 1.43  -0.360
H 4.93 2.86 0.34  0.214
H 4.52 3.20 2.04  0.218
H 5.57 4.26 1.19  0.243
H 2.84 4.61 1.53  0.234
H 3.84 5.53 0.45  0.255
H 1.95 2.14 -1.90  0.199
H 0.88 3.43 -1.99  0.036
H -0.92 2.43 -1.00  0.255
H -0.33 1.37 -2.14  0.241
H -2.40 1.47 0.30  0.196
H -2.29 0.65 -1.16  0.215
H -3.70 -0.60 1.26  0.221
H -4.26 0.34 0.02  0.217
H -4.96 -1.68 -0.35  0.215
H -2.94 -3.00 0.55  0.192
H -3.98 -3.67 -0.66  0.234
H -2.45 -3.04 -1.20  0.200
H -4.85 -1.73 -2.57  0.235
H -4.33 -0.08 -2.27  0.209
H -3.16 -1.39 -2.72  0.192
H 0.28 -0.68 -2.05  0.211
H -1.25 -1.27 -1.57  0.273
H 1.92 -2.04 -2.46  0.180
H 3.05 -4.16 -2.28  0.232
H 2.22 -5.92 -0.72  0.237
H 0.24 -5.42 0.66  0.227
H -0.89 -3.30 0.46  0.201
H -2.64 2.06 2.47  0.402
H -1.71 1.65 3.78  0.412
H -0.19 3.99 1.59  0.519
H -1.83 -1.44 3.49  0.428
H -1.56 -2.88 2.71  0.433
H 0.47 -0.92 3.95  0.521
H 2.50 -0.01 -1.63  0.515
H 3.53 0.85 1.73  0.512
Tl 0.55 4.63 -3.57  0.998

The charge is +2. As for the LUMO energy: -7.21 eV. The value obtained for the HOMO-LUMO gap is 5.2 eV. The spin multiplicity is 1. As for the max |F|: 4.51 eV Å⁻¹. As for the total energy: -3165.2294 Eh.

***

[2]
# C26H19BrN2O4PdTe

C26H19BrN2O4PdTe as an isolated structure in a non-equilibrium geometry (the ωB97M-V functional and the def2-TZVPD basis, the OMol25 dataset).

Last column: natural (NBO) charge in e.
CARTESIAN COORDINATES (ANGSTROEM)
Pd -1.48 -0.16 0.65  0.700
O 5.11 -1.15 -3.76  -0.662
C 3.89 -0.59 -3.92  0.768
O 3.53 -0.22 -5.01  -0.546
C 3.05 -0.44 -2.71  -0.175
C 3.27 -1.12 -1.51  -0.137
C 2.43 -0.96 -0.43  -0.274
C 1.32 -0.10 -0.51  0.210
C 1.09 0.57 -1.73  -0.214
C 1.93 0.40 -2.79  -0.139
N 0.50 0.05 0.57  -0.417
C 1.01 0.00 1.81  0.105
C 0.22 -0.38 2.90  0.089
C 0.72 -0.59 4.21  -0.186
C -0.09 -1.18 5.15  -0.165
C -1.41 -1.53 4.81  -0.211
C -1.87 -1.21 3.55  0.071
N -1.09 -0.66 2.63  -0.447
H 5.30 -1.34 -2.83  0.482
H 4.08 -1.83 -1.41  0.197
H 2.59 -1.53 0.47  0.215
H 0.25 1.25 -1.80  0.256
H 1.76 0.91 -3.73  0.252
H 2.06 0.22 1.96  0.212
H 1.73 -0.31 4.43  0.228
H 0.28 -1.38 6.14  0.231
H -2.06 -2.01 5.52  0.238
H -2.90 -1.41 3.27  0.252
Te -2.53 1.42 -1.00  0.096
C -1.27 2.92 -0.13  -0.231
C -0.61 3.84 -0.93  -0.263
C 0.31 4.71 -0.37  -0.204
C 0.54 4.69 0.99  -0.249
C -0.13 3.78 1.80  -0.157
C -1.02 2.89 1.24  -0.292
H -0.79 3.86 -2.00  0.219
H 0.85 5.39 -1.02  0.213
H 1.25 5.38 1.43  0.210
H 0.06 3.76 2.86  0.197
H -1.55 2.18 1.89  0.218
Br 0.32 -2.28 -4.27  0.059
C -0.96 -2.14 -2.87  -0.109
C -0.60 -2.57 -1.60  -0.180
C -1.51 -2.48 -0.55  -0.274
C -2.80 -2.00 -0.81  -0.121
C -3.16 -1.62 -2.09  -0.207
C -2.24 -1.67 -3.13  -0.210
C -3.74 -1.74 0.38  0.757
O -4.66 -2.47 0.66  -0.617
O -3.43 -0.66 1.01  -0.699
H 0.38 -3.00 -1.45  0.214
H -1.25 -2.89 0.43  0.227
H -4.17 -1.28 -2.29  0.237
H -2.52 -1.35 -4.12  0.234

The value obtained for the energy above the lowest of the compared OMol25 structures with the same formula, charge and spin is 1.0846 eV. As for the LUMO energy: -2.32 eV. The value obtained for the HOMO-LUMO gap is 4.8 eV. The spin multiplicity is 1. As for the max |F|: 3.77 eV Å⁻¹. As for the total energy: -4382.5685 Eh.

***

[3]
# C35H89N19O11

A 11-piece molecular cluster, C35H89N19O11 overall in a non-equilibrium geometry (the ωB97M-V functional and the def2-TZVPD basis, the OMol25 dataset).

Last column: Löwdin charge in e.
CARTESIAN COORDINATES (ANGSTROEM)
C -1.38 1.19 -2.47  -0.050
C -1.23 0.78 -3.91  -0.504
C -2.62 0.56 -4.52  -0.012
C -0.57 2.01 -4.45  -0.132
C 0.01 1.88 -5.90  -0.162
C 1.08 0.83 -5.80  -0.144
C 0.49 -0.52 -5.24  -0.524
C -0.18 -1.37 -6.30  -0.025
C 1.77 -1.20 -4.90  -0.066
N -0.27 -0.34 -4.03  -0.082
O -0.43 -1.51 -3.25  -0.025
H -1.75 0.38 -1.84  0.062
H -0.50 1.56 -1.95  0.072
H -2.15 1.96 -2.35  0.087
H -2.96 -0.45 -4.75  0.073
H -3.46 0.92 -3.93  0.084
H -2.66 0.91 -5.55  0.081
H -1.32 2.80 -4.51  0.127
H 0.21 2.41 -3.82  0.124
H -0.60 1.54 -6.74  0.107
H 0.46 2.82 -6.23  0.113
H 1.79 1.22 -5.08  0.120
H 1.56 0.64 -6.76  0.126
H -0.35 -2.40 -6.00  0.081
H 0.42 -1.44 -7.21  0.090
H -1.18 -1.03 -6.57  0.073
H 2.46 -1.38 -5.73  0.102
H 1.66 -2.10 -4.31  0.076
H 2.31 -0.65 -4.13  0.084
H -1.27 -1.88 -3.55  0.089
C -5.86 -1.33 2.99  -0.011
C -4.55 -2.20 2.82  -0.484
C -4.68 -3.35 3.80  -0.054
C -4.39 -2.82 1.44  -0.144
C -4.03 -1.87 0.29  -0.164
C -2.68 -1.30 0.72  -0.112
C -2.73 -0.58 2.14  -0.445
C -1.32 -0.27 2.50  -0.069
C -3.51 0.80 2.13  -0.011
N -3.31 -1.45 3.18  -0.134
O -3.25 -1.02 4.52  0.016
H -6.60 -1.75 3.68  0.076
H -5.67 -0.32 3.34  0.070
H -6.40 -1.31 2.05  0.079
H -5.56 -3.92 3.49  0.097
H -3.81 -4.00 3.90  0.077
H -4.87 -2.97 4.81  0.084
H -3.64 -3.62 1.47  0.110
H -5.31 -3.34 1.17  0.127
H -3.96 -2.42 -0.65  0.087
H -4.81 -1.12 0.20  0.112
H -2.40 -0.70 -0.15  0.095
H -1.99 -2.14 0.80  0.079
H -0.77 0.32 1.77  0.088
H -0.77 -1.19 2.67  0.056
H -1.07 0.44 3.29  0.081
H -3.49 1.38 3.05  0.083
H -4.58 0.63 2.03  0.051
H -3.19 1.48 1.33  0.073
H -2.87 -1.81 4.93  0.093
C -2.18 4.57 -0.11  -0.054
C -1.52 5.91 -0.04  -0.462
C -2.63 6.95 -0.64  -0.023
C -1.34 6.40 1.44  -0.133
C -0.25 5.78 2.30  -0.189
C 1.04 5.91 1.54  -0.158
C 1.06 5.44 0.04  -0.474
C 2.25 6.19 -0.55  -0.046
C 1.24 3.90 -0.03  -0.015
N -0.17 5.92 -0.62  -0.109
O -0.25 5.67 -2.01  -0.012
H -3.18 4.62 0.32  0.086
H -2.27 4.17 -1.12  0.076
H -1.60 3.80 0.39  0.068
H -3.67 6.87 -0.32  0.079
H -2.29 7.99 -0.65  0.072
H -2.69 6.86 -1.72  0.062
H -1.26 7.48 1.53  0.117
H -2.30 6.17 1.92  0.112
H -0.19 6.17 3.31  0.115
H -0.33 4.70 2.44  0.098
H 1.82 5.27 1.95  0.114
H 1.39 6.94 1.65  0.116
H 2.14 7.28 -0.48  0.084
H 2.60 6.02 -1.57  0.086
H 3.10 5.97 0.09  0.079
H 0.87 3.53 -0.99  0.071
H 0.63 3.46 0.76  0.062
H 2.28 3.61 0.11  0.076
H -0.20 6.55 -2.37  0.101
N 4.17 0.65 2.46  0.204
C 5.41 0.87 2.58  -0.798
N 5.74 1.38 3.70  0.197
O 6.19 0.67 1.65  0.000
H 3.81 0.34 1.57  0.093
H 3.54 0.95 3.19  0.117
H 4.99 1.42 4.37  0.117
H 6.72 1.40 3.96  0.137
N 5.18 0.99 -0.98  0.147
C 5.14 2.24 -1.38  -0.794
N 5.84 2.80 -0.45  0.155
O 4.66 2.64 -2.41  0.032
H 4.82 0.27 -1.59  0.119
H 5.55 0.87 -0.05  0.043
H 6.29 2.28 0.29  0.086
H 5.97 3.80 -0.46  0.118
N 0.88 -4.87 2.88  0.208
C -0.05 -4.11 2.31  -0.745
N -0.96 -3.79 3.16  0.218
O -0.20 -3.87 1.14  -0.028
H 0.95 -5.07 3.87  0.123
H 1.55 -5.24 2.22  0.116
H -1.84 -3.38 2.89  0.091
H -0.64 -4.04 4.08  0.126
N -2.38 -4.05 -1.61  0.168
C -2.72 -5.26 -1.44  -0.847
N -1.93 -5.80 -0.57  0.192
O -3.54 -5.83 -2.07  0.080
H -2.90 -3.46 -2.25  0.123
H -1.60 -3.62 -1.14  0.085
H -1.91 -6.81 -0.49  0.132
H -1.32 -5.28 0.04  0.067
N 0.58 -1.70 -0.41  0.208
C 1.65 -1.01 -0.08  -0.733
N 1.73 0.11 -0.82  0.201
O 2.30 -1.19 0.88  0.028
H 0.37 -2.50 0.17  0.052
H 0.26 -1.37 -1.31  0.073
H 2.40 0.82 -0.56  0.095
H 1.11 0.10 -1.62  0.074
N 5.10 -2.72 3.19  0.175
C 4.76 -3.71 2.38  -0.761
N 3.85 -3.37 1.49  0.171
O 5.35 -4.77 2.27  0.014
H 5.89 -3.00 3.76  0.116
H 4.50 -1.93 3.39  0.083
H 3.47 -4.03 0.83  0.106
H 3.48 -2.43 1.55  0.043
N 1.12 -0.86 5.61  0.196
C 1.56 -1.80 4.90  -0.880
N 1.51 -1.60 3.65  0.192
O 1.95 -2.84 5.37  0.033
H 1.26 -1.09 6.59  0.139
H 1.05 0.01 5.11  0.118
H 1.17 -0.72 3.29  0.088
H 1.62 -2.40 3.04  0.086
N 1.18 -5.11 -1.07  0.167
C 1.25 -5.52 -2.30  -0.810
N 0.38 -4.91 -3.03  0.190
O 1.99 -6.41 -2.64  0.044
H 1.81 -5.64 -0.49  0.116
H 0.56 -4.45 -0.62  0.042
H 0.17 -5.34 -3.92  0.131
H -0.21 -4.23 -2.57  0.068

The value obtained for the energy above the lowest of the compared OMol25 structures with the same formula, charge and spin is 6.0618 eV. Its structure (SMILES) is CC1(C)CCCC(C)(C)N1O.CC1(C)CCCC(C)(C)N1O.CC1(C)CCCC(C)(C)N1O.NC(N)=O.NC(N)=O.NC(N)=O.NC(N)=O.NC(N)=O.NC(N)=O.NC(N)=O.NC(N)=O. As for the LUMO energy: -0.53 eV. The value obtained for the HOMO-LUMO gap is 7.9 eV. The spin multiplicity is 1. As for the max |F|: 7.67 eV Å⁻¹. As for the total energy: -3254.9516 Eh.